{"formula": "C4H10NO2S", "method": "ωB97M-V/def2-TZVPD", "symbols": ["C", "C", "C", "N", "C", "O", "S", "O", "H", "H", "H", "H", "H", "H", "H", "H", "H", "H"], "xyz": [[0.416, 0.931, -1.122], [0.309, 0.219, 0.149], [1.481, -0.784, 0.123], [0.565, 1.068, 1.345], [-1.127, -0.283, 0.399], [-1.816, 0.026, 1.315], [-1.843, -1.189, -1.089], [-3.267, -1.582, -0.467], [0.038, 0.310, -1.914], [-0.207, 1.801, -1.251], [1.496, 1.098, -1.422], [2.315, -0.183, -0.082], [1.904, -1.350, 1.095], [1.337, -1.473, -0.683], [1.553, 1.313, 1.237], [0.556, 0.358, 2.097], [-0.031, 1.881, 1.472], [-3.678, -2.162, -1.202]], "e_tot_ev": -20722.158, "de_lowest_kj_mol": 179.0, "total_charge": 1, "homo_ev": -12.62}

***

{"formula": "C4H10NO2S", "method": "ωB97M-V/def2-TZVPD", "symbols": ["C", "N", "C", "O", "S", "C", "C", "O", "H", "H", "H", "H", "H", "H", "H", "H", "H", "H"], "xyz": [[2.024, 0.823, -0.432], [1.197, -0.393, -0.907], [0.079, -0.691, 0.172], [0.643, -0.528, 1.354], [-0.919, -2.245, -0.199], [-1.110, 0.420, -0.102], [-2.031, 0.739, 0.938], [-1.238, 0.940, -1.175], [2.675, 0.329, 0.338], [2.593, 1.068, -1.338], [1.300, 1.576, -0.083], [0.649, -0.251, -1.719], [1.712, -1.191, -1.139], [1.045, -1.382, 1.696], [-1.853, -1.748, -1.125], [-2.899, 1.264, 0.542], [-1.562, 1.393, 1.580], [-2.306, -0.123, 1.599]], "e_tot_ev": -20722.468, "de_lowest_kj_mol": 149.1, "total_charge": 1, "homo_ev": -14.10}